C22H33IrN4O8P2S3 as an isolated structure. Source: the Open Molecules 2025 dataset; level of theory: ωB97M-V with the def2-TZVPD basis set.

## Properties
Net charge: +2
HOMO level (alpha / beta), eV: -13.5 / -13.5
Energy above the lowest of the compared OMol25 structures with the same formula, charge and spin, kJ/mol: 195.2

Geometry (Å):
Ir: -0.071 0.514 0.769
C: 3.582 2.985 1.792
C: 4.064 2.309 0.529
C: 3.345 2.778 -0.716
O: 3.977 0.829 0.639
P: 2.874 -0.228 0.870
S: 1.592 0.136 2.413
S: 1.597 -0.468 -0.666
O: 3.811 -1.437 1.144
C: 3.682 -2.899 1.217
C: 3.144 -3.484 -0.071
C: 5.079 -3.387 1.525
H: 3.880 4.034 1.773
H: 4.024 2.519 2.674
H: 2.495 2.941 1.864
H: 5.134 2.451 0.415
H: 2.266 2.700 -0.577
H: 3.640 2.188 -1.584
H: 3.597 3.823 -0.904
H: 3.010 -3.125 2.045
H: 3.773 -3.189 -0.914
H: 2.121 -3.163 -0.261
H: 3.159 -4.572 0.011
H: 5.746 -3.142 0.697
H: 5.076 -4.468 1.672
H: 5.461 -2.912 2.428
O: -1.005 4.224 -0.161
C: -0.416 3.220 -0.455
O: 0.164 2.424 0.441
C: -0.231 2.820 -1.898
C: -0.548 1.542 -2.332
C: -0.317 1.150 -3.643
C: 0.239 2.049 -4.538
C: 0.535 3.322 -4.093
C: 0.305 3.732 -2.794
N: 1.132 4.290 -5.049
O: 1.495 5.357 -4.603
O: 1.219 3.940 -6.209
H: -0.991 0.834 -1.631
H: -0.555 0.143 -3.969
H: 0.438 1.783 -5.566
H: 0.546 4.743 -2.495
N: -2.537 -3.404 3.063
C: -3.130 -2.944 1.751
P: -1.645 -2.675 0.701
O: -0.911 -3.983 0.793
O: -1.036 -1.407 1.191
C: -2.118 -2.607 -1.090
N: -1.474 -3.817 -1.725
H: -3.214 -3.840 3.688
H: -2.098 -2.621 3.549
H: -1.789 -4.079 2.852
H: -3.728 -2.046 1.899
H: -3.752 -3.746 1.357
H: -1.698 -1.697 -1.512
H: -3.193 -2.602 -1.248
H: -0.997 -4.306 -0.925
H: -0.777 -3.569 -2.425
H: -2.140 -4.454 -2.155
S: -3.310 1.819 3.808
C: -1.793 1.618 3.052
N: -1.822 1.203 1.823
C: -3.132 1.020 1.374
C: -3.535 0.634 0.093
C: -4.882 0.500 -0.170
C: -5.837 0.734 0.832
C: -5.456 1.132 2.095
C: -4.092 1.289 2.353
H: -0.871 1.837 3.578
H: -2.798 0.500 -0.685
H: -5.216 0.243 -1.168
H: -6.890 0.625 0.603
H: -6.194 1.335 2.862

A 2-piece molecular cluster, C4H10NO2 overall. Source: the Open Molecules 2025 dataset; level of theory: ωB97M-V with the def2-TZVPD basis set.

## Properties
Net charge: -1
HOMO level, eV: -3.4
Energy above the lowest of the compared OMol25 structures with the same formula, charge and spin, kJ/mol: 494.7

Geometry (Å):
C: 1.128 -0.097 1.520
C: 1.008 1.139 -0.523
C: 0.309 -1.343 -0.513
C: 0.700 0.019 0.099
N: -1.888 1.037 -0.899
O: -2.558 0.126 -0.027
O: -0.767 -1.872 0.116
H: 1.317 0.860 2.011
H: 0.298 -0.470 2.146
H: 1.975 -0.722 1.679
H: 0.678 1.180 -1.647
H: 1.051 2.065 0.057
H: -1.867 -0.624 -0.075
H: 0.131 -1.116 -1.625
H: 1.145 -2.126 -0.533
H: -1.349 1.545 -0.281
H: -1.310 0.398 -1.504

One molecule with the formula C4H8N2O. Source: the Open Molecules 2025 dataset; level of theory: ωB97M-V with the def2-TZVPD basis set.

## Properties
HOMO level (alpha / beta), eV: -7.2 / -7.2
Energy above the lowest of the compared OMol25 structures with the same formula, charge and spin, kJ/mol: 512.5

Geometry (Å):
C: -1.706 0.304 0.762
N: -0.356 0.066 0.799
C: 0.353 0.224 -0.422
C: 1.802 -0.214 -0.325
O: 2.590 0.662 0.452
C: -0.491 -0.551 -1.562
N: -1.682 -0.664 -1.318
H: -2.279 -0.126 1.580
H: -1.996 1.308 0.453
H: -2.586 -0.802 -0.909
H: -0.137 -0.823 1.241
H: 0.296 1.266 -0.760
H: 2.234 -0.227 -1.328
H: 1.842 -1.248 0.061
H: 2.115 0.826 1.277

A 2-piece molecular cluster, C2BrO4 overall. Source: the Open Molecules 2025 dataset; level of theory: ωB97M-V with the def2-TZVPD basis set.

## Properties
Net charge: -1
HOMO level, eV: -3.7
Energy above the lowest of the compared OMol25 structures with the same formula, charge and spin, kJ/mol: 646.0

Geometry (Å):
C: 1.762 -0.270 -0.262
C: -1.381 -0.017 0.727
O: 1.824 -1.422 -0.314
O: 1.952 0.830 -0.007
O: -0.593 1.066 0.409
O: -0.306 -0.221 -0.191
Br: -3.260 0.033 -0.363

A 2-piece molecular cluster, C2H4FIO overall. Source: the Open Molecules 2025 dataset; level of theory: ωB97M-V with the def2-TZVPD basis set.

## Properties
HOMO level (alpha / beta), eV: -8.8 / -8.8
Energy above the lowest of the compared OMol25 structures with the same formula, charge and spin, kJ/mol: 135.8

Geometry (Å):
C: 0.389 1.064 -0.280
C: 0.080 -1.135 0.056
O: 0.290 -0.184 -0.819
F: 0.685 -1.127 1.240
I: -2.804 -0.831 0.681
H: 1.153 1.123 0.473
H: -0.585 1.272 0.233
H: 0.628 1.869 -1.113
H: 0.163 -2.052 -0.472

A 6-piece molecular cluster, C21H49BrO10 overall. Source: the Open Molecules 2025 dataset; level of theory: ωB97M-V with the def2-TZVPD basis set.

## Properties
HOMO level, eV: -9.8

Geometry (Å):
C: 6.164 -2.874 -1.761
C: 4.864 -3.165 -2.630
O: 4.531 -4.370 -2.803
O: 4.051 -2.193 -3.267
C: 3.524 -1.219 -2.333
C: 2.735 -1.834 -1.089
C: 1.324 -2.495 -1.450
O: 0.562 -1.723 -2.448
C: -0.738 -2.306 -2.400
O: -1.698 -1.730 -1.868
O: -0.982 -3.631 -2.933
Br: -1.389 -4.767 -1.531
H: 7.084 -3.358 -2.264
H: 6.416 -1.769 -1.631
H: 6.061 -3.416 -0.750
H: 2.762 -0.585 -2.925
H: 4.308 -0.455 -1.963
H: 2.501 -0.947 -0.385
H: 3.315 -2.593 -0.471
H: 1.481 -3.563 -1.829
H: 0.668 -2.496 -0.498
C: -0.686 0.789 -0.145
C: -0.520 0.859 1.365
C: -1.867 0.904 2.069
O: 0.232 2.023 1.707
H: -1.213 1.673 -0.522
H: 0.290 0.769 -0.639
H: -1.245 -0.102 -0.439
H: 0.048 -0.009 1.713
H: -2.435 1.792 1.770
H: -1.733 0.966 3.151
H: -2.462 0.016 1.840
H: -0.262 2.796 1.404
C: -0.220 1.795 -4.120
C: 0.561 2.712 -3.193
C: 1.129 3.907 -3.943
O: 1.629 1.980 -2.593
H: 0.424 1.397 -4.911
H: -0.611 0.935 -3.569
H: -1.057 2.324 -4.584
H: -0.090 3.060 -2.386
H: 1.820 3.583 -4.728
H: 1.698 4.550 -3.266
H: 0.333 4.499 -4.402
H: 2.210 1.668 -3.299
C: 4.747 -0.942 3.194
C: 3.343 -1.159 2.653
C: 2.321 -1.228 3.776
O: 3.306 -2.373 1.902
H: 5.046 -1.769 3.846
H: 5.472 -0.906 2.377
H: 4.812 -0.010 3.761
H: 3.082 -0.346 1.969
H: 2.536 -2.066 4.449
H: 1.318 -1.396 3.373
H: 2.313 -0.305 4.360
H: 3.534 -3.099 2.497
C: -4.242 1.539 -3.581
C: -3.916 2.817 -2.825
C: -5.043 3.207 -1.881
O: -3.690 3.874 -3.756
H: -5.140 1.666 -4.194
H: -3.428 1.278 -4.263
H: -4.404 0.705 -2.894
H: -2.991 2.682 -2.256
H: -5.969 3.392 -2.435
H: -4.799 4.133 -1.354
H: -5.229 2.422 -1.143
H: -4.502 4.001 -4.264
C: -4.143 -1.647 4.879
C: -3.078 -0.644 5.292
C: -2.954 -0.560 6.806
O: -3.410 0.642 4.772
H: -5.125 -1.355 5.263
H: -4.229 -1.689 3.790
H: -3.907 -2.649 5.249
H: -2.115 -0.930 4.860
H: -3.895 -0.230 7.257
H: -2.193 0.173 7.089
H: -2.683 -1.529 7.234
H: -4.260 0.905 5.148

C24H37N3P2SSm as an isolated structure. Source: the Open Molecules 2025 dataset; level of theory: ωB97M-V with the def2-TZVPD basis set.

## Properties
Net charge: +1
Spin multiplicity: 6
⟨S²⟩: 8.78
HOMO level (alpha / beta), eV: -9.1 / -9.1

Geometry (Å):
C: -1.695 3.267 -3.762
C: -1.344 2.111 -3.063
C: 0.044 1.818 -2.892
C: 1.018 2.680 -3.421
C: 0.635 3.833 -4.103
C: -0.716 4.125 -4.281
C: 2.454 2.341 -3.143
C: 2.649 0.852 -3.178
C: 1.616 0.055 -2.659
C: 1.754 -1.369 -2.617
C: 2.954 -1.922 -3.060
C: 3.989 -1.121 -3.571
C: 3.832 0.266 -3.619
H: -2.755 3.514 -3.884
H: 1.410 4.499 -4.490
H: -1.016 5.028 -4.812
H: 3.119 2.833 -3.861
H: 3.093 -3.006 -3.003
H: 4.913 -1.580 -3.917
H: 4.631 0.907 -4.002
N: 0.481 0.708 -2.168
Sm: 0.543 0.815 0.266
C: -2.385 1.181 -2.466
H: -2.251 0.150 -2.840
H: -3.396 1.533 -2.713
C: 0.618 -2.233 -2.101
H: -0.292 -2.075 -2.713
H: 0.913 -3.293 -2.129
P: -2.264 1.057 -0.618
P: 0.071 -1.888 -0.361
C: 1.290 -2.866 0.594
H: 1.004 -2.822 1.656
H: 1.287 -3.908 0.242
H: 2.286 -2.422 0.471
C: -1.411 -2.912 -0.225
H: -1.141 -3.973 -0.319
H: -1.855 -2.724 0.762
H: -2.135 -2.635 -1.002
C: -2.709 2.776 -0.154
H: -3.614 3.098 -0.690
H: -2.881 2.806 0.931
H: -1.880 3.454 -0.405
C: -3.767 0.135 -0.150
H: -3.741 -0.022 0.938
H: -4.678 0.691 -0.411
H: -3.784 -0.845 -0.645
H: 2.714 2.705 -2.119
H: 2.258 0.016 0.110
C: 1.831 0.285 2.921
N: 1.053 -0.355 3.982
C: 1.789 -0.720 5.193
C: -0.291 -0.475 3.825
S: -1.057 0.284 2.448
N: -1.089 -1.176 4.665
C: -0.831 -1.628 6.027
C: -2.495 -1.338 4.290
H: 2.846 0.428 3.289
H: 1.408 1.278 2.669
H: 1.878 -0.386 2.037
H: 1.433 -0.149 6.063
H: 1.766 -1.806 5.364
H: 2.833 -0.445 5.041
H: -1.473 -1.068 6.722
H: -1.114 -2.686 6.085
H: 0.199 -1.532 6.366
H: -2.970 -0.362 4.127
H: -2.583 -1.937 3.374
H: -2.998 -1.850 5.108

One molecule with the formula C4H7NOSi. Source: the Open Molecules 2025 dataset; level of theory: ωB97M-V with the def2-TZVPD basis set.

## Properties
HOMO level (alpha / beta), eV: -8.0 / -7.2
Energy above the lowest of the compared OMol25 structures with the same formula, charge and spin, kJ/mol: 457.1

Geometry (Å):
C: 1.614 0.854 -0.019
C: 1.944 -0.619 -0.077
C: 0.574 1.623 -0.055
C: 1.150 -1.665 -0.054
N: -2.565 -0.527 0.498
O: -0.749 1.391 0.169
Si: -1.380 0.081 -0.575
H: 2.658 1.347 -0.066
H: 3.065 -0.803 0.024
H: 0.707 2.668 -0.251
H: 1.180 -2.688 -0.052
H: -2.824 -1.482 0.498
H: -3.343 -0.085 0.945
H: -1.682 0.292 -1.899